No. 1
{"formula": "C4H5O2S2", "method": "the ωB97M-V functional and the def2-TZVPD basis", "gap_ev": 6.971, "charge": -1, "relative_energy_kcal_mol": 14.5, "species": ["C", "C", "C", "C", "O", "O", "S", "S", "H", "H", "H", "H", "H"], "xyz": [[1.186, -1.110, -0.133], [0.345, -1.886, -0.809], [0.662, 0.118, 0.543], [-0.823, 0.252, 0.395], [-2.078, 2.532, 0.642], [-0.069, 2.507, -0.790], [-1.344, -1.479, -0.808], [-1.396, 1.892, -0.514], [2.249, -1.313, -0.101], [0.623, -2.771, -1.361], [0.973, 0.150, 1.597], [1.093, 1.009, 0.049], [-1.421, 0.099, 1.290]]}

No. 2
{"formula": "C4H4BaO5", "method": "the ωB97M-V functional and the def2-TZVPD basis", "gap_ev": 5.642, "relative_energy_kcal_mol": 17.6, "species": ["O", "H", "O", "O", "C", "C", "O", "C", "H", "H", "H", "Ba", "C", "O"], "xyz": [[0.802, 0.074, 0.074], [1.919, 2.886, -2.472], [-0.358, -0.515, -1.747], [0.570, 1.573, -1.672], [1.866, 2.121, -1.687], [2.777, 0.906, -1.970], [1.901, -0.198, -1.942], [0.687, 0.196, -1.289], [2.111, 2.589, -0.720], [3.564, 0.806, -1.206], [3.250, 0.957, -2.961], [-1.310, -1.513, 0.389], [-1.597, -0.117, 2.997], [-1.788, 0.202, 4.057]]}

No. 3
{"formula": "C8H13Cl3NO2", "method": "the ωB97M-V functional and the def2-TZVPD basis", "gap_ev": 8.188, "charge": 1, "species": ["C", "C", "C", "C", "C", "C", "C", "C", "N", "O", "O", "Cl", "Cl", "Cl", "H", "H", "H", "H", "H", "H", "H", "H", "H", "H", "H", "H", "H"], "xyz": [[0.645, -0.526, 0.212], [-0.275, -0.487, -1.031], [-0.468, 1.499, 1.124], [-0.119, 0.048, 1.418], [-0.896, 0.874, -1.167], [0.760, 0.033, 2.679], [-1.259, -0.847, 1.841], [1.762, -0.571, -3.529], [-1.482, 1.260, -2.314], [1.020, -1.748, 0.449], [-1.119, 1.597, -0.175], [0.964, 0.413, -4.555], [2.604, -1.849, -4.159], [2.064, 0.593, -0.179], [0.399, -0.774, -1.856], [-1.082, -1.077, -0.734], [-1.184, 1.897, 1.878], [0.503, 2.087, 1.053], [1.451, 0.848, 2.592], [1.355, -1.009, 2.549], [0.235, 0.004, 3.620], [-1.769, -1.405, 1.094], [-1.867, -0.238, 2.491], [-0.848, -1.669, 2.537], [1.668, -2.050, -0.271], [-1.142, 0.918, -3.157], [-1.920, 2.179, -2.411]]}

No. 4
{"formula": "C8H18LiN2O7", "method": "the ωB97M-V functional and the def2-TZVPD basis", "gap_ev": 8.140, "charge": -1, "relative_energy_kcal_mol": 0.0, "species": ["Li", "C", "C", "O", "O", "H", "H", "H", "N", "O", "O", "O", "C", "O", "C", "C", "N", "C", "C", "O", "C", "H", "H", "H", "H", "H", "H", "H", "H", "H", "H", "H", "H", "H", "H", "H"], "xyz": [[0.684, 1.140, -0.471], [1.557, -1.644, -3.440], [2.198, -0.460, -2.708], [1.411, 0.351, -2.124], [3.444, -0.386, -2.747], [1.593, -1.473, -4.517], [0.513, -1.763, -3.138], [2.082, -2.566, -3.194], [-0.839, 3.504, 0.313], [-0.948, 4.723, 0.397], [-1.476, 2.753, 1.111], [-0.162, 2.990, -0.630], [-4.340, -2.012, -0.330], [-3.125, -2.100, 0.334], [-2.291, -0.956, 0.096], [-1.067, -1.096, 0.976], [-0.337, 0.163, 1.021], [0.651, 0.142, 2.103], [1.489, 1.404, 2.092], [2.149, 1.530, 0.826], [3.277, 0.700, 0.667], [-5.035, -1.297, 0.127], [-4.830, -2.992, -0.308], [-4.214, -1.771, -1.395], [-2.832, -0.023, 0.291], [-2.034, -0.967, -0.970], [-0.395, -1.836, 0.533], [-1.361, -1.463, 1.968], [-0.939, 0.985, 1.152], [1.243, -0.773, 2.040], [0.111, 0.032, 3.064], [2.237, 1.385, 2.891], [0.842, 2.273, 2.200], [3.605, 0.832, -0.368], [3.059, -0.360, 0.802], [4.079, 1.032, 1.335]]}

No. 5
{"formula": "C8H12LiNO7P2S2", "method": "the ωB97M-V functional and the def2-TZVPD basis", "gap_ev": 8.079, "species": ["O", "P", "O", "O", "P", "S", "O", "O", "N", "S", "O", "O", "C", "C", "C", "C", "C", "C", "C", "C", "H", "H", "H", "H", "H", "H", "H", "H", "H", "H", "H", "H", "Li"], "xyz": [[-4.209, -3.126, -1.813], [-2.927, -2.694, -1.271], [-2.279, -3.937, -0.453], [-3.177, -1.460, -0.270], [-1.719, -2.208, -2.992], [0.297, -1.829, -2.330], [0.491, -2.411, -1.001], [1.145, -2.630, -3.246], [0.751, -0.341, -2.488], [-0.175, 0.686, -1.604], [-1.195, 1.232, -2.474], [-0.799, 0.064, -0.456], [0.827, 2.095, -1.138], [1.996, 1.754, -0.180], [1.506, 1.661, 1.260], [1.257, 0.415, 1.788], [0.787, 0.246, 3.074], [0.550, 1.367, 3.838], [0.821, 2.606, 3.317], [1.304, 2.782, 2.038], [-1.753, -3.635, 0.304], [-2.538, -1.522, 0.458], [-2.175, -0.976, -3.515], [1.185, 2.585, -2.046], [0.139, 2.763, -0.611], [2.689, 2.606, -0.210], [2.557, 0.863, -0.475], [1.431, -0.475, 1.187], [0.588, -0.761, 3.429], [0.173, 1.277, 4.852], [0.638, 3.504, 3.904], [1.515, 3.776, 1.653], [0.299, -4.274, -2.534]]}

No. 6
{"formula": "C32H51ClN3O5Pm", "method": "the ωB97M-V functional and the def2-TZVPD basis", "gap_ev": [6.814, 6.819], "multiplicity": 5, "s2": 6.0041, "species": ["O", "C", "C", "C", "H", "C", "H", "C", "H", "C", "H", "C", "H", "H", "C", "C", "H", "H", "H", "C", "C", "H", "H", "H", "H", "Pm", "Cl", "C", "O", "N", "C", "C", "H", "H", "H", "H", "H", "H", "H", "H", "H", "C", "C", "N", "H", "C", "O", "H", "H", "H", "H", "H", "H", "C", "C", "N", "H", "C", "O", "H", "H", "H", "H", "C", "C", "C", "C", "C", "C", "C", "C", "C", "C", "C", "C", "O", "H", "H", "H", "H", "H", "H", "H", "H", "H", "H", "H", "H", "H", "H", "H", "H", "H"], "xyz": [[1.186, 0.410, -2.573], [-0.026, 0.479, -3.157], [-0.006, 1.872, -3.833], [0.450, 2.995, -3.133], [0.715, 2.860, -2.077], [0.644, 4.207, -3.802], [1.071, 5.047, -3.230], [0.287, 4.298, -5.156], [0.467, 5.237, -5.666], [-0.205, 3.184, -5.849], [-0.472, 3.267, -6.912], [-0.350, 1.962, -5.173], [-0.717, 1.068, -5.700], [0.020, -0.288, -3.953], [-1.944, -1.257, -2.282], [-1.480, 0.188, -2.232], [-2.710, -1.418, -3.071], [-2.448, -1.628, -1.356], [-1.112, -1.910, -2.526], [-2.450, 1.138, -2.425], [-3.964, 0.996, -2.480], [-2.156, 2.170, -2.656], [-4.468, 1.306, -3.415], [-4.392, 1.630, -1.697], [-4.277, -0.038, -2.267], [-0.559, -0.103, 0.295], [-2.848, 1.185, 0.498], [-1.566, -0.171, 3.225], [-0.924, -0.902, 2.410], [-1.414, -0.162, 4.541], [-0.807, -1.263, 5.283], [-2.045, 0.906, 5.328], [-2.315, 0.552, 2.843], [-0.555, -2.074, 4.592], [-1.510, -1.612, 6.040], [0.095, -0.907, 5.789], [-2.329, 1.726, 4.652], [-1.337, 1.285, 6.071], [-2.945, 0.534, 5.837], [4.930, 1.820, -2.434], [4.634, 2.557, -0.144], [3.834, 1.732, -2.396], [3.756, 1.937, 0.091], [3.448, 1.161, -1.108], [3.481, 1.069, -3.181], [2.758, 0.011, -1.046], [2.095, -0.381, -0.030], [3.989, 1.272, 0.926], [2.925, -0.640, -1.933], [3.405, 2.734, -2.539], [2.922, 2.598, 0.380], [0.016, -5.781, 0.566], [2.165, -5.710, -1.133], [-0.449, -5.166, -0.218], [1.533, -5.051, -1.740], [0.565, -4.349, -0.898], [-1.214, -4.513, 0.223], [0.647, -3.043, -0.713], [-0.196, -2.377, -0.021], [2.163, -4.321, -2.258], [1.490, -2.544, -1.218], [-0.900, -5.851, -0.947], [1.007, -5.667, -2.477], [-1.283, 3.950, 2.154], [0.213, 4.105, 2.411], [0.485, 5.534, 2.894], [0.734, 3.056, 3.370], [0.741, 3.266, 4.744], [1.294, 2.315, 5.597], [1.933, 1.198, 5.043], [1.950, 0.950, 3.681], [2.795, -0.204, 3.145], [4.260, -0.103, 3.596], [2.221, -1.562, 3.546], [1.094, 1.770, 2.848], [0.585, 1.346, 1.721], [-1.849, 4.056, 3.092], [-1.529, 2.975, 1.713], [-1.622, 4.725, 1.455], [0.745, 3.952, 1.456], [-0.161, 5.785, 3.745], [1.533, 5.667, 3.190], [0.265, 6.233, 2.081], [0.308, 4.185, 5.154], [1.273, 2.451, 6.682], [2.469, 0.501, 5.695], [2.763, -0.161, 2.048], [4.351, -0.243, 4.683], [4.859, -0.887, 3.107], [4.692, 0.867, 3.330], [1.200, -1.666, 3.171], [2.837, -2.362, 3.109], [2.225, -1.694, 4.640]]}

No. 7
{"formula": "C30H44F3O6S2SiTc", "method": "the ωB97M-V functional and the def2-TZVPD basis", "gap_ev": 8.126, "relative_energy_kcal_mol": 8.1, "species": ["Tc", "C", "C", "C", "C", "C", "C", "C", "C", "C", "C", "H", "H", "H", "H", "H", "H", "H", "H", "H", "H", "H", "H", "C", "C", "C", "C", "O", "Si", "S", "O", "C", "C", "C", "C", "O", "C", "C", "C", "C", "H", "H", "H", "H", "H", "H", "H", "H", "H", "H", "H", "H", "H", "H", "H", "H", "H", "H", "H", "H", "H", "H", "H", "H", "H", "H", "H", "F", "C", "F", "F", "S", "O", "O", "O", "C", "C", "C", "C", "C", "C", "C", "H", "H", "H", "H", "H"], "xyz": [[1.616, 0.664, 0.739], [0.411, 1.843, 4.194], [-0.424, 1.633, 2.917], [-1.741, 0.942, 3.317], [0.386, 0.683, 2.076], [-0.745, 2.928, 2.194], [-1.402, 2.862, 0.965], [-1.739, 4.012, 0.274], [-1.441, 5.258, 0.810], [-0.809, 5.336, 2.038], [-0.459, 4.179, 2.723], [0.671, 0.880, 4.633], [-0.161, 2.404, 4.934], [1.337, 2.375, 3.978], [-1.534, 0.037, 3.889], [-2.324, 0.668, 2.438], [-2.341, 1.611, 3.935], [0.247, -0.370, 2.366], [-1.614, 1.894, 0.530], [-2.228, 3.935, -0.688], [-1.700, 6.160, 0.271], [-0.572, 6.301, 2.466], [0.040, 4.270, 3.677], [2.588, -3.905, -2.218], [1.275, -3.220, -2.589], [0.322, -4.205, -3.259], [1.540, -2.025, -3.499], [0.695, -2.803, -1.349], [-0.402, -1.675, -0.954], [0.213, 0.340, -1.150], [-0.744, -1.909, 0.624], [-0.990, -3.125, 1.365], [0.335, -3.536, 2.002], [-1.532, -4.247, 0.488], [-2.017, -2.769, 2.433], [-1.665, -1.906, -1.961], [-2.932, -1.266, -2.150], [-3.908, -2.373, -2.533], [-3.398, -0.565, -0.880], [-2.781, -0.264, -3.291], [3.150, -4.177, -3.112], [2.396, -4.810, -1.640], [3.191, -3.231, -1.612], [0.745, -4.567, -4.199], [-0.633, -3.723, -3.464], [0.148, -5.063, -2.608], [2.035, -2.359, -4.412], [2.178, -1.297, -2.998], [0.607, -1.531, -3.776], [1.097, -3.635, 1.228], [0.239, -4.488, 2.525], [0.664, -2.783, 2.722], [-0.788, -4.576, -0.232], [-2.419, -3.917, -0.054], [-1.810, -5.095, 1.116], [-1.655, -1.949, 3.050], [-2.210, -3.628, 3.076], [-2.958, -2.468, 1.971], [-4.044, -3.065, -1.701], [-3.523, -2.932, -3.386], [-4.880, -1.956, -2.798], [-3.414, -1.261, -0.041], [-4.404, -0.170, -1.023], [-2.732, 0.263, -0.634], [-2.438, -0.774, -4.192], [-2.049, 0.498, -3.023], [-3.732, 0.223, -3.507], [5.178, -1.758, -0.798], [4.936, -0.720, -0.005], [6.075, -0.348, 0.569], [4.471, 0.293, -0.746], [3.669, -1.158, 1.268], [2.479, -1.398, 0.457], [4.201, -2.225, 2.034], [3.421, 0.132, 1.946], [1.647, 2.317, 0.414], [1.773, 3.641, -0.120], [1.304, 3.898, -1.411], [1.427, 5.172, -1.938], [2.021, 6.181, -1.192], [2.493, 5.923, 0.087], [2.366, 4.658, 0.632], [0.845, 3.099, -1.979], [1.061, 5.379, -2.935], [2.120, 7.173, -1.611], [2.955, 6.714, 0.664], [2.720, 4.445, 1.631]]}

No. 8
{"formula": "C7H8BrClOSi", "method": "the ωB97M-V functional and the def2-TZVPD basis", "gap_ev": 3.260, "relative_energy_kcal_mol": 89.5, "species": ["C", "C", "C", "C", "C", "C", "C", "O", "Si", "Cl", "Br", "H", "H", "H", "H", "H", "H", "H", "H"], "xyz": [[-0.540, 2.868, -0.083], [-1.761, 2.292, -0.287], [0.559, 2.052, 0.221], [-1.938, 0.992, -0.446], [0.363, 0.665, 0.178], [-0.869, 0.107, -0.154], [1.408, -2.767, 0.474], [0.041, -2.758, 0.192], [-1.039, -1.723, -0.348], [-2.862, -2.524, -0.360], [4.700, -0.858, -0.326], [-0.484, 3.892, 0.073], [-2.596, 2.947, -0.440], [1.520, 2.589, 0.136], [-2.964, 0.702, -0.739], [1.155, -0.083, 0.424], [1.751, -3.552, -0.133], [1.613, -3.095, 1.419], [1.946, -1.747, 0.198]]}

| no. | F_max (eV/A) |
| --- | --- |
| 1 | 2.49 |
| 2 | 4.26 |
| 3 | 4.38 |
| 4 | 1.13 |
| 5 | 2.91 |
| 6 | 3.51 |
| 7 | 0.84 |
| 8 | 4.54 |